1.
Computed, not measured: C38H102MnN8O10 as an isolated structure in a non-equilibrium geometry, with wB97M-V/def2-TZVPD.

Geometry as ORCA input:
```
! wB97M-V def2-TZVPD RIJCOSX def2/J DEFGRID3
* xyz 0 6
Mn -0.116 -0.230 -0.079
C 1.622 -0.071 -4.222
C 0.589 0.738 -3.373
C -0.640 1.017 -4.250
O 0.452 0.214 -2.046
H 1.758 -1.016 -3.696
H 2.540 0.444 -3.939
H 1.438 -0.070 -5.297
H 0.982 1.748 -3.260
H -1.194 0.142 -4.588
H -0.464 1.516 -5.204
H -1.325 1.684 -3.727
C -3.554 -0.941 2.288
C -2.039 -0.800 2.827
C -1.623 -2.020 3.750
O -1.090 -0.616 1.809
H -3.664 -1.964 1.930
H -3.715 -0.184 1.520
H -4.338 -0.815 3.034
H -2.193 0.072 3.462
H -0.623 -2.050 4.182
H -1.858 -2.998 3.329
H -2.267 -1.943 4.626
C 5.733 1.828 -0.884
C 4.440 2.053 -1.619
C 4.565 2.675 -3.044
O 5.560 2.048 -3.876
C 5.832 2.814 -5.097
N 3.663 0.855 -1.537
H 5.663 1.744 0.200
H 6.474 2.581 -1.154
H 6.131 0.842 -1.122
H 3.855 2.745 -1.013
H 4.567 3.763 -2.976
H 3.601 2.598 -3.546
H 6.627 3.509 -4.825
H 4.899 3.201 -5.508
H 6.354 2.223 -5.850
H 2.812 0.906 -2.078
H 4.103 0.136 -2.094
C 1.386 -4.277 -1.157
C 0.638 -2.887 -0.971
C -0.909 -3.035 -0.947
O -1.476 -1.733 -0.844
C -2.858 -1.619 -1.040
N 1.063 -2.060 0.122
H 2.464 -4.142 -1.068
H 1.140 -4.611 -2.165
H 1.088 -5.024 -0.421
H 0.815 -2.414 -1.937
H -1.208 -3.735 -0.166
H -1.340 -3.393 -1.882
H -3.002 -1.727 -2.115
H -3.246 -0.676 -0.653
H -3.396 -2.412 -0.520
H 2.072 -2.056 0.168
H 0.968 -2.686 0.909
C 1.657 -2.171 7.967
C 2.077 -1.453 6.707
C 1.193 -0.293 6.157
O 1.829 0.500 5.149
C 2.019 -0.076 3.849
N 3.372 -0.871 6.941
H 1.713 -1.723 8.959
H 2.298 -3.050 8.045
H 0.610 -2.450 7.844
H 2.250 -2.092 5.841
H 0.934 0.357 6.993
H 0.288 -0.716 5.721
H 1.280 -0.770 3.446
H 2.990 -0.570 3.813
H 2.043 0.730 3.116
H 3.401 -0.415 7.842
H 3.342 -0.168 6.217
C -1.715 3.693 6.099
C -1.948 2.622 5.062
C -2.857 3.052 3.877
O -4.157 3.462 4.312
C -5.029 3.857 3.230
N -0.623 2.130 4.650
H -1.058 3.186 6.805
H -2.591 3.926 6.704
H -1.497 4.604 5.542
H -2.476 1.819 5.576
H -2.897 2.152 3.263
H -2.435 3.820 3.228
H -5.991 4.013 3.718
H -5.131 3.267 2.319
H -4.620 4.829 2.953
H -0.159 1.906 5.519
H -0.764 1.301 4.090
C 5.489 -3.002 0.895
C 4.678 -1.880 1.551
C 5.646 -0.674 1.958
O 4.818 0.305 2.467
C 5.599 1.328 3.107
N 3.713 -1.512 0.520
H 6.017 -2.535 0.063
H 4.945 -3.818 0.419
H 6.137 -3.518 1.604
H 4.170 -2.224 2.452
H 6.206 -0.336 1.086
H 6.338 -0.998 2.734
H 6.494 1.615 2.555
H 5.965 0.846 4.014
H 4.940 2.179 3.279
H 4.395 -1.163 -0.138
H 3.324 -0.635 0.838
C 1.791 3.215 1.725
C 0.835 2.157 1.222
C -0.232 2.796 0.322
O -1.186 1.757 -0.045
C -2.602 2.135 -0.194
N 1.589 1.075 0.595
H 2.406 3.584 0.905
H 2.483 2.853 2.486
H 1.369 4.131 2.139
H 0.217 1.754 2.024
H 0.202 3.171 -0.604
H -0.803 3.553 0.859
H -2.914 2.010 0.843
H -3.238 1.464 -0.771
H -2.826 3.174 -0.435
H 2.170 1.347 -0.184
H 2.314 0.871 1.268
C -4.218 0.291 -3.920
C -5.585 0.939 -3.717
C -5.948 1.099 -2.204
O -5.750 -0.088 -1.444
C -5.928 0.251 -0.042
N -5.540 2.332 -4.185
H -3.944 0.358 -4.973
H -4.108 -0.677 -3.429
H -3.655 1.034 -3.356
H -6.419 0.445 -4.216
H -6.987 1.410 -2.090
H -5.273 1.866 -1.824
H -5.764 -0.655 0.542
H -6.969 0.513 0.147
H -5.370 1.117 0.315
H -5.073 2.917 -3.507
H -4.859 2.482 -4.916
C -4.540 -3.147 -7.536
C -3.269 -3.776 -7.051
C -2.405 -3.118 -5.917
O -1.182 -3.720 -5.676
C -0.201 -2.926 -5.077
N -3.513 -5.184 -6.676
H -4.460 -2.097 -7.818
H -5.327 -3.026 -6.791
H -5.030 -3.753 -8.298
H -2.622 -3.758 -7.929
H -3.005 -2.999 -5.014
H -2.242 -2.095 -6.254
H -0.691 -2.265 -4.361
H 0.193 -2.215 -5.802
H 0.640 -3.504 -4.696
H -2.680 -5.622 -6.309
H -3.832 -5.749 -7.450
*
```

**DFT total energy**: -104769.05384 eV
**⟨S²⟩**: 8.75
**Orbital gap (alpha / beta)**: 7.8 / 8.0 eV

These are the Mulliken partial charges, in e, on atoms 1 to 5: atom 1 (Mn): 1.313, atom 2 (C): -0.759, atom 3 (C): 0.340, atom 4 (C): -1.524, atom 5 (O): -0.284

2.
Computed, not measured: C38H38BiCl5N3P2S2 as an isolated structure, with wB97M-V/def2-TZVPD.

Geometry as ORCA input:
```
! wB97M-V def2-TZVPD RIJCOSX def2/J DEFGRID3
* xyz -1 1
Bi 0.073 0.728 -0.643
C -3.197 0.131 4.295
C -3.058 0.383 2.791
C -4.295 -0.093 2.021
P -1.527 -0.121 1.849
C -0.061 0.117 2.982
C 0.028 1.577 3.446
C 0.112 -0.868 4.136
C -1.555 -1.935 1.615
C -2.211 -2.734 2.558
C -2.216 -4.116 2.517
C -1.479 -4.730 1.512
C -0.817 -3.974 0.569
C -0.868 -2.552 0.531
N -0.164 -1.842 -0.430
C 0.245 -2.480 -1.598
C -0.553 -3.377 -2.334
C -0.080 -3.983 -3.481
C 1.202 -3.720 -3.954
C 1.986 -2.796 -3.282
C 1.521 -2.160 -2.133
P 2.339 -0.784 -1.290
C 3.622 -0.010 -2.372
C 4.913 -0.801 -2.596
C 3.017 0.443 -3.705
C 3.334 -1.577 0.061
C 4.114 -0.518 0.846
C 2.512 -2.454 1.002
H -4.138 0.572 4.638
H -3.220 -0.928 4.552
H -2.394 0.593 4.863
H -3.010 1.467 2.653
H -4.506 -1.146 2.212
H -5.170 0.490 2.324
H -4.168 0.030 0.943
H 0.774 -0.038 2.290
H -0.588 1.749 4.331
H 1.060 1.832 3.697
H -0.290 2.278 2.667
H -0.670 -0.746 4.890
H 0.093 -1.904 3.793
H 1.077 -0.691 4.622
H -2.720 -2.250 3.378
H -2.754 -4.692 3.259
H -1.406 -5.812 1.470
H -0.226 -4.487 -0.174
H -1.560 -3.578 -1.991
H -0.724 -4.665 -4.026
H 1.573 -4.207 -4.847
H 2.966 -2.557 -3.672
H 3.862 0.893 -1.800
H 4.753 -1.668 -3.239
H 5.637 -0.152 -3.096
H 5.370 -1.146 -1.669
H 2.658 -0.404 -4.292
H 2.187 1.132 -3.553
H 3.779 0.964 -4.292
H 4.021 -2.225 -0.489
H 3.431 0.181 1.337
H 4.717 -1.003 1.618
H 4.782 0.070 0.213
H 1.805 -1.863 1.588
H 1.948 -3.218 0.466
H 3.191 -2.958 1.699
S 2.170 2.295 0.606
C 1.268 3.765 0.341
C 1.238 4.740 1.345
C 0.573 5.947 1.187
C 0.589 6.910 2.259
N 0.615 7.664 3.128
C -0.103 6.208 -0.011
C -0.100 5.245 -1.011
C 0.567 4.026 -0.866
S 0.480 2.884 -2.202
C -0.801 7.451 -0.214
N -1.355 8.443 -0.392
H 1.761 4.547 2.272
H -0.641 5.436 -1.929
Cl -2.889 2.332 -0.401
C -2.943 1.383 -1.870
C -1.805 0.700 -2.272
C -1.856 0.146 -3.541
Cl -0.406 -0.533 -4.213
C -3.006 0.157 -4.330
Cl -3.022 -0.593 -5.887
C -4.157 0.773 -3.850
Cl -5.609 0.762 -4.782
C -4.121 1.415 -2.615
Cl -5.525 2.233 -2.031
*
```

**DFT total energy**: -153196.31326 eV
**Orbital gap**: 6.6 eV

These are the Mulliken partial charges, in e, on atoms 1 to 5: atom 1 (Bi): 2.178, atom 2 (C): -1.453, atom 3 (C): 0.564, atom 4 (C): -1.450, atom 5 (P): 0.394

3.
Computed, not measured: an isolated ion of composition C4H5O3S and charge -1 in a non-equilibrium geometry, with wB97M-V/def2-TZVPD.

Geometry as ORCA input:
```
! wB97M-V def2-TZVPD RIJCOSX def2/J DEFGRID3
* xyz -1 1
C -1.979 -0.464 -0.644
C 0.563 0.167 -0.417
C -0.051 0.037 1.000
C -0.835 -0.095 -0.214
O -2.684 -3.237 0.603
O -3.132 -0.654 0.006
O -4.195 -2.690 -1.235
S -3.803 -2.444 0.160
H -2.093 -0.309 -1.696
H 0.767 1.210 -0.639
H 1.301 -0.603 -0.651
H -0.003 -0.771 1.674
H -0.139 1.100 1.483
*
```

**DFT total energy**: -21205.58098 eV
**Orbital gap**: 8.1 eV

These are the Mulliken partial charges, in e, on atoms 1 to 5: atom 1 (C): -0.395, atom 2 (C): -0.504, atom 3 (C): -0.617, atom 4 (C): 0.520, atom 5 (O): -0.534

4.
Computed, not measured: the molecule C11H18N2O2 in a non-equilibrium geometry, with wB97M-V/def2-TZVPD.

Geometry as ORCA input:
```
! wB97M-V def2-TZVPD RIJCOSX def2/J DEFGRID3
* xyz 0 3
C -3.980 0.597 0.483
C -3.192 1.552 -0.136
C -3.408 -0.534 1.007
C -1.818 1.325 -0.211
C -1.305 0.161 0.336
C 0.976 0.176 -2.015
C -0.043 -1.954 -1.158
C 2.512 0.596 1.206
C 0.417 1.243 2.391
C 0.825 -0.749 -0.800
C 1.040 0.977 1.018
N -2.069 -0.760 0.957
N 0.332 -0.130 0.411
O -1.594 -1.791 1.479
O -0.988 2.214 -0.803
H -5.046 0.737 0.563
H -3.616 2.455 -0.548
H -3.979 -1.303 1.503
H 1.534 -0.338 -2.794
H 0.004 0.451 -2.414
H 1.509 1.086 -1.750
H 0.464 -2.568 -1.898
H -0.999 -1.638 -1.574
H -0.231 -2.548 -0.268
H 3.031 0.530 0.253
H 3.006 1.358 1.804
H 2.582 -0.361 1.719
H 0.325 0.300 2.925
H -0.571 1.691 2.302
H 1.045 1.917 2.970
H 1.817 -1.134 -0.533
H 0.993 1.901 0.414
H -1.492 2.970 -1.129
*
```

**DFT total energy**: -18768.60543 eV
**⟨S²⟩**: 2.02
**Orbital gap (alpha / beta)**: 6.0 / 6.4 eV

These are the Mulliken partial charges, in e, on atoms 1 to 5: atom 1 (C): -0.508, atom 2 (C): -0.800, atom 3 (C): -0.678, atom 4 (C): 0.537, atom 5 (C): -0.368

5.
Computed, not measured: C21H16N3O5W as an isolated structure, with wB97M-V/def2-TZVPD.

Geometry as ORCA input:
```
! wB97M-V def2-TZVPD RIJCOSX def2/J DEFGRID3
* xyz 3 1
W -0.373 0.682 -0.132
O -3.932 1.573 -1.850
C -3.001 0.957 -1.516
O -1.845 1.549 -0.895
C -2.724 -0.499 -1.640
C -3.507 -1.435 -2.286
C -3.003 -2.734 -2.399
C -1.739 -3.042 -1.896
C -1.034 -2.042 -1.252
N -1.546 -0.823 -1.108
C 0.358 -2.142 -0.723
O 1.066 -3.080 -0.739
O 0.727 -0.898 -0.194
H -4.465 -1.150 -2.703
H -3.584 -3.494 -2.907
H -1.299 -4.025 -2.011
O 0.364 0.855 -2.147
C 1.812 1.032 -2.222
C 2.184 1.968 -1.109
C 3.341 2.714 -1.134
C 3.612 3.585 -0.087
C 2.704 3.701 0.958
C 1.567 2.927 0.943
N 1.307 2.054 -0.066
H -0.075 1.524 -2.700
H 2.071 1.423 -3.203
H 2.257 0.045 -2.101
H 4.014 2.629 -1.977
H 4.514 4.185 -0.097
H 2.862 4.393 1.774
H 0.835 3.007 1.726
C -1.182 1.377 1.747
C -0.710 0.055 2.100
C 0.612 -0.054 2.650
C 1.153 -1.275 2.919
C 0.393 -2.442 2.632
C -0.921 -2.363 2.161
C -1.475 -1.121 1.903
C 0.983 -3.724 2.843
N 1.469 -4.757 2.981
H -0.826 2.228 2.315
H -2.254 1.473 1.566
H 1.155 0.847 2.903
H 2.138 -1.375 3.357
H -1.496 -3.270 2.028
H -2.509 -1.038 1.585
*
```

**DFT total energy**: -38541.54764 eV
**Orbital gap**: 6.4 eV

These are the Mulliken partial charges, in e, on atoms 1 to 5: atom 1 (W): 2.159, atom 2 (O): -0.336, atom 3 (C): 0.010, atom 4 (O): -0.540, atom 5 (C): 0.733

6.
Computed, not measured: a 2-piece molecular cluster, C5H12O2 overall, with wB97M-V/def2-TZVPD.

Geometry as ORCA input:
```
! wB97M-V def2-TZVPD RIJCOSX def2/J DEFGRID3
* xyz 0 1
C -1.790 -1.004 1.113
C -0.327 -1.018 1.564
C 0.636 -1.265 0.437
C 1.579 -0.421 0.037
O 1.708 0.837 0.591
H -1.969 -0.166 0.431
H -2.051 -1.932 0.590
H -2.459 -0.909 1.976
H -0.079 -0.071 2.055
H -0.185 -1.806 2.317
H 0.555 -2.205 -0.105
H 2.265 -0.647 -0.779
H 2.556 1.216 0.333
C -0.075 1.575 -2.079
O -0.707 1.617 -0.822
H 0.283 2.565 -2.401
H 0.775 0.879 -2.097
H -0.804 1.223 -2.814
H -0.008 1.588 -0.151
*
```

**SMILES**: CC/C=C\O.CO
**DFT total energy**: -9473.48189 eV
**Orbital gap**: 9.5 eV

These are the Mulliken partial charges, in e, on atoms 1 to 5: atom 1 (C): -1.042, atom 2 (C): -0.338, atom 3 (C): -0.158, atom 4 (C): -0.498, atom 5 (O): -0.521

7.
Computed, not measured: an isolated ion of composition C5H12N and charge +1 in a non-equilibrium geometry, with wB97M-V/def2-TZVPD.

Geometry as ORCA input:
```
! wB97M-V def2-TZVPD RIJCOSX def2/J DEFGRID3
* xyz 1 1
C 2.114 0.984 0.851
C 1.113 -0.027 0.289
N 1.119 -0.241 -1.031
C -2.029 -0.761 -1.154
C -1.409 -0.685 0.249
C -0.478 0.491 0.455
H 2.036 1.929 0.309
H 1.888 1.188 1.896
H 3.159 0.664 0.855
H 1.272 -0.964 0.853
H -1.753 -1.612 -1.771
H 2.038 -0.035 -1.473
H -3.118 -0.709 -1.080
H -1.831 0.155 -1.719
H -0.884 -1.629 0.422
H -2.184 -0.792 1.011
H -0.639 1.109 -0.408
H -0.413 0.934 1.445
*
```

**DFT total energy**: -6858.00392 eV
**Orbital gap**: 6.9 eV

These are the Mulliken partial charges, in e, on atoms 1 to 5: atom 1 (C): -1.472, atom 2 (C): 0.288, atom 3 (N): -0.128, atom 4 (C): -1.122, atom 5 (C): -0.376

8.
Computed, not measured: a 2-piece molecular cluster, C3H12N2 overall in a non-equilibrium geometry, with wB97M-V/def2-TZVPD.

Geometry as ORCA input:
```
! wB97M-V def2-TZVPD RIJCOSX def2/J DEFGRID3
* xyz 1 2
C 2.372 -0.600 -1.456
N 2.811 0.730 -1.031
H 2.357 -0.642 -2.538
H 1.359 -0.822 -1.112
H 2.990 -1.434 -1.107
H 2.370 1.011 -0.170
H 3.814 0.767 -0.928
C -1.192 0.169 -0.115
C -2.416 0.150 0.828
N -1.987 -0.024 2.167
H -1.159 1.093 -0.683
H -0.219 -0.090 0.295
H -1.421 -0.603 -0.845
H -2.971 1.093 0.753
H -3.147 -0.619 0.618
H -1.290 0.616 2.545
H -2.270 -0.796 2.776
*
```

**DFT total energy**: -6276.34012 eV
**⟨S²⟩**: 0.75
**Orbital gap (alpha / beta)**: 8.1 / 3.3 eV

These are the Mulliken partial charges, in e, on atoms 1 to 5: atom 1 (C): -0.417, atom 2 (N): -0.499, atom 3 (H): 0.260, atom 4 (H): -0.014, atom 5 (H): 0.269

9.
Computed, not measured: C4H7EuO3 as an isolated structure in a non-equilibrium geometry, with wB97M-V/def2-TZVPD.

Geometry as ORCA input:
```
! wB97M-V def2-TZVPD RIJCOSX def2/J DEFGRID3
* xyz 0 9
H 2.491 0.191 -1.109
O -0.301 -1.532 0.152
C -1.038 -0.447 0.107
O -0.615 0.701 0.161
O -2.294 -0.763 -0.033
C -3.229 0.292 -0.290
H -3.208 1.018 0.530
H -2.981 0.787 -1.235
H -4.205 -0.195 -0.352
C 1.101 -1.410 0.273
H 1.450 -1.413 1.307
C 1.880 -1.692 -0.817
H 1.414 -2.084 -1.725
H 2.933 -1.905 -0.623
Eu 1.613 1.780 0.256
*
```

**DFT total energy**: -29727.74957 eV
**⟨S²⟩**: 20.01
**Orbital gap (alpha / beta)**: 5.0 / 6.9 eV

These are the Mulliken partial charges, in e, on atoms 1 to 5: atom 1 (H): -0.276, atom 2 (O): -0.329, atom 3 (C): 0.965, atom 4 (O): -0.569, atom 5 (O): -0.318

10.
Computed, not measured: C5H10Br3F3InO as an isolated structure in a non-equilibrium geometry, with wB97M-V/def2-TZVPD.

Geometry as ORCA input:
```
! wB97M-V def2-TZVPD RIJCOSX def2/J DEFGRID3
* xyz -1 1
F -0.453 2.567 -2.515
C -0.735 2.851 -1.194
F -2.038 2.425 -0.826
F -0.769 4.258 -1.018
C 0.334 2.262 -0.156
O 0.784 0.957 -0.490
C 0.573 0.003 0.579
C 1.703 -1.122 0.677
In 2.686 -1.660 -1.284
H -0.142 2.361 0.866
H 1.226 2.974 -0.184
H -0.419 -0.550 0.408
H 0.494 0.475 1.618
H 1.236 -2.074 1.096
H 2.480 -0.775 1.438
H 4.026 -0.508 -1.733
H 3.515 -3.259 -1.011
H 1.556 -1.912 -2.650
C -3.167 -1.852 1.391
Br -5.098 -1.994 1.524
Br -2.389 -3.397 0.519
Br -2.623 -0.199 0.540
H -2.779 -1.830 2.406
*
```

**DFT total energy**: -230845.69980 eV
**Orbital gap**: 6.5 eV

These are the Mulliken partial charges, in e, on atoms 1 to 5: atom 1 (F): -0.230, atom 2 (C): 0.746, atom 3 (F): -0.264, atom 4 (F): -0.282, atom 5 (C): -0.525